Record 1
Entry from OMol25: a structure of composition BrTi in a non-equilibrium geometry (ωB97M-V/def2-TZVPD).

Results
2S+1 = 4
strongest force on any atom = 1.93 eV Å⁻¹
HOMO level (spin up / spin down) = -0.2850 / -0.3300 hartree
M = 127.77 g/mol
energy relative to the best compared isomer or geometry (same formula, charge and spin) = 11.0 kcal per mole
Kohn-Sham gap (spin up / spin down) = 6.43 / 7.79 eV

Each line ends with the Mulliken charge.
Atoms and positions in Å:
Br 5.945 -11.321 -8.298  -0.55
Ti 3.142 -11.234 -8.750  0.55

---

Record 2
Entry from OMol25: a cluster of 5 separate species, C5H20O5 in total (ωB97M-V/def2-TZVPD).

Results
2S+1 = 1
strongest force on any atom = 0.51 eV Å⁻¹
structure (SMILES) = CO.CO.CO.CO.CO
HOMO level = -0.3531 hartree
M = 160.21 g/mol
energy relative to the best compared isomer or geometry (same formula, charge and spin) = 34.9 kcal per mole
Kohn-Sham gap = 10.09 eV

Each line ends with the Mulliken charge.
Atoms and positions in Å:
O 0.722 2.317 1.126  -0.61
O 4.259 -1.805 -1.207  -0.50
O -1.285 3.445 -0.492  -0.54
O 0.019 -0.333 0.646  -0.53
O -2.516 -0.806 1.895  -0.53
C -0.176 -0.795 -0.676  -0.57
C -3.003 -2.075 1.454  -0.46
C 3.517 -2.932 -1.665  -0.39
C -2.402 2.673 -0.158  -0.41
C 1.953 2.501 0.440  -0.55
H -2.392 -2.404 0.621  0.15
H 4.302 -1.159 -1.917  0.29
H 2.362 1.552 0.083  0.22
H -0.504 2.985 -0.158  0.36
H 2.654 3.015 1.091  0.24
H -4.049 -2.028 1.143  0.30
H -3.275 3.122 -0.635  0.31
H -0.841 -0.123 -1.227  0.21
H -0.571 -1.812 -0.686  0.31
H 3.624 -3.692 -0.895  0.21
H -2.334 1.637 -0.528  0.08
H -3.247 -0.298 2.254  0.29
H 1.785 3.114 -0.455  0.25
H 3.912 -3.309 -2.608  0.28
H 0.514 1.369 1.111  0.55
H -2.569 2.630 0.928  0.20
H -0.780 -0.488 1.169  0.34
H 2.458 -2.679 -1.759  0.12
H 0.802 -0.803 -1.152  0.15
H -2.938 -2.817 2.256  0.24